[1]
The following is a quantum chemistry calculation of a structure of composition H2NO4P, from OMol25.

Values from the calculation:
net charge: 0
LUMO energy (alpha / beta): -1.5574 / -1.5575 eV
ΔE to the lowest compared entry with this formula, charge and spin: 83.0 kcal per mole
2S+1: 1

Last column: natural (NBO) charge in e.
Atoms and positions in Å:
1 N -1.07 0.31 0.07  0.24
2 O -1.11 0.31 1.33  -0.41
3 O -1.85 0.98 -0.56  -0.32
4 O 0.33 -1.70 0.54  -0.97
5 O 1.66 0.90 -0.51  -0.96
6 P 0.17 -0.73 -0.74  1.41
7 H 0.05 -1.26 1.37  0.53
8 H 1.82 1.20 -1.50  0.47


[2]
The following is a quantum chemistry calculation of a cluster of 14 separate species, C4H36NO14S in total, from OMol25.

Values from the calculation:
net charge: -1
LUMO energy: 2.4146 eV
ΔE to the lowest compared entry with this formula, charge and spin: 112.3 kcal per mole
2S+1: 1

Last column: natural (NBO) charge in e.
Atoms and positions in Å:
1 C -1.96 0.91 -2.64  -0.63
2 C -0.74 0.17 -2.13  -0.11
3 C -0.81 -1.31 -2.16  -0.85
4 S -2.33 -2.19 -2.19  -0.10
5 N -0.46 0.76 -0.75  -0.72
6 C -0.40 -0.05 0.41  0.05
7 O -1.66 -0.66 0.81  -0.80
8 H -1.73 1.97 -2.70  0.19
9 H -2.18 0.60 -3.68  0.21
10 H -2.93 0.74 -2.18  0.22
11 H 0.16 0.38 -2.70  0.18
12 H 0.02 -1.94 -1.96  0.12
13 H -2.30 -0.38 0.14  0.50
14 H -2.82 -1.95 -3.44  0.05
15 H -0.87 1.62 -0.50  0.38
16 H 0.36 -0.84 0.37  0.17
17 H 0.08 0.53 1.20  0.19
18 H 3.31 0.70 2.38  0.50
19 H 3.23 0.70 0.90  0.50
20 O 3.42 1.32 1.63  -1.01
21 H -1.60 3.83 -0.56  0.48
22 H -0.65 3.60 0.61  0.50
23 O -1.54 3.35 0.26  -0.96
24 H 2.67 -0.49 -0.86  0.47
25 H 1.55 0.55 -0.66  0.49
26 O 2.52 0.44 -0.81  -1.01
27 H -2.46 0.04 2.41  0.51
28 H -1.65 -0.65 3.51  0.49
29 O -2.34 0.02 3.39  -0.99
30 H 1.03 0.39 -4.66  0.46
31 H 0.09 -0.70 -4.47  0.49
32 O 0.93 -0.49 -4.89  -0.95
33 H 3.77 -2.00 -1.20  0.47
34 H 2.67 -2.42 -2.15  0.52
35 O 2.87 -1.81 -1.41  -0.96
36 H 0.37 -2.55 3.89  0.48
37 H 0.06 -2.48 2.39  0.51
38 O 0.36 -1.93 3.15  -0.98
39 H 1.06 -2.93 -3.89  0.49
40 H 0.81 -3.01 -2.48  0.48
41 O 1.41 -3.42 -3.14  -0.96
42 H 1.53 -0.67 3.47  0.51
43 H 1.89 0.76 3.83  0.49
44 O 2.31 -0.09 3.63  -1.00
45 H -0.58 -3.38 -0.01  0.49
46 H -1.00 -2.45 1.07  0.49
47 O -0.66 -3.35 0.95  -0.98
48 H 0.26 2.22 3.31  0.48
49 H -0.94 1.33 3.73  0.51
50 O 0.04 1.43 3.83  -1.00
51 H -3.71 2.24 1.38  0.47
52 H -3.10 1.80 0.03  0.48
53 O -3.90 1.74 0.58  -0.95
54 H 2.31 4.10 1.46  0.46
55 H 2.41 2.58 1.65  0.51
56 O 1.83 3.36 1.84  -1.02


[3]
The following is a quantum chemistry calculation of the molecule C3H7N3O2, from OMol25.

Values from the calculation:
net charge: 0
LUMO energy: 0.8583 eV
ΔE to the lowest compared entry with this formula, charge and spin: 59.1 kcal per mole
2S+1: 1
SMILES: CO/C(N)=N/C(N)=O

Last column: natural (NBO) charge in e.
Atoms and positions in Å:
1 C 2.57 0.16 -0.01  -0.25
2 C 0.09 -0.68 -0.07  0.72
3 C -1.85 0.46 -0.09  0.78
4 N -0.36 -1.89 0.27  -0.83
5 N -2.15 1.75 0.14  -0.81
6 O 1.68 -0.88 -0.37  -0.61
7 N -0.20 0.47 -0.42  -0.57
8 O -2.65 -0.44 -0.12  -0.63
9 H -1.36 -2.04 0.16  0.43
10 H 0.28 -2.65 0.05  0.43
11 H -1.42 2.43 0.07  0.41
12 H -3.12 2.04 0.15  0.40
13 H 2.33 0.59 0.97  0.17
14 H 3.58 -0.26 0.04  0.19
15 H 2.57 0.95 -0.77  0.17


[4]
The following is a quantum chemistry calculation of a cluster of 9 separate species, C41H56F24O21 in total, from OMol25.

Values from the calculation:
net charge: 0
LUMO energy: 0.3183 eV
2S+1: 1
SMILES: CC(=O)OCCCCOC(=O)CCO.CCOC(=O)C(F)(F)F.CCOC(=O)C(F)(F)F.CCOC(=O)C(F)(F)F.CCOC(=O)C(F)(F)F.CCOC(=O)C(F)(F)F.CCOC(=O)C(F)(F)F.CCOC(=O)C(F)(F)F.CCOC(=O)C(F)(F)F

Last column: Mulliken charge in e.
Atoms and positions in Å:
1 C 6.24 -4.94 -2.05  -0.46
2 C 6.15 -3.76 -3.14  0.62
3 O 6.98 -3.69 -4.08  -0.59
4 O 5.19 -2.70 -3.08  -0.39
5 C 3.91 -3.18 -2.56  -0.06
6 C 2.66 -2.25 -3.00  -0.23
7 C 1.41 -3.15 -3.55  -0.46
8 C 0.29 -3.38 -2.41  0.68
9 O -0.19 -4.75 -2.33  -0.45
10 C 0.66 -5.57 -1.54  0.40
11 O 0.43 -5.67 -0.30  -0.59
12 C 1.88 -6.44 -2.10  0.86
13 C 1.59 -7.07 -3.56  -0.47
14 O 2.55 -6.50 -4.52  -0.54
15 H 6.68 -4.53 -1.08  0.26
16 H 6.89 -5.76 -2.52  0.29
17 H 5.23 -5.40 -1.79  0.00
18 H 3.90 -3.33 -1.42  0.23
19 H 3.72 -4.20 -3.05  0.25
20 H 3.02 -1.61 -3.87  0.39
21 H 2.29 -1.63 -2.10  -0.16
22 H 1.82 -4.10 -4.02  0.20
23 H 0.94 -2.54 -4.40  0.19
24 H 0.71 -2.99 -1.41  0.22
25 H -0.60 -2.70 -2.70  -0.41
26 H 2.88 -5.90 -2.10  -0.59
27 H 2.02 -7.35 -1.40  0.05
28 H 0.50 -6.88 -3.87  0.28
29 H 1.80 -8.20 -3.54  0.28
30 H 1.96 -6.14 -5.23  0.33
31 C 1.02 -0.75 4.53  -1.12
32 C 2.40 -0.54 3.94  0.02
33 O 2.50 -1.19 2.66  -0.33
34 C 2.02 -0.50 1.61  -0.23
35 O 1.53 0.60 1.70  -0.57
36 C 2.22 -1.27 0.32  1.54
37 F 1.91 -2.58 0.44  -0.25
38 F 3.51 -1.23 -0.10  -0.26
39 F 1.48 -0.79 -0.70  -0.30
40 H 0.78 -1.81 4.58  0.28
41 H 0.97 -0.32 5.54  0.35
42 H 0.26 -0.27 3.92  0.39
43 H 3.15 -1.00 4.59  0.17
44 H 2.66 0.52 3.86  0.27
45 C -0.94 6.17 2.28  -0.95
46 C -1.06 4.66 2.26  -0.13
47 O -0.39 4.08 3.39  -0.26
48 C -1.09 4.05 4.54  0.35
49 O -2.20 4.48 4.67  -0.53
50 C -0.27 3.37 5.64  0.86
51 F 1.02 3.77 5.65  -0.26
52 F -0.24 2.03 5.47  -0.24
53 F -0.75 3.59 6.87  -0.26
54 H 0.10 6.47 2.34  0.39
55 H -1.38 6.60 1.38  0.21
56 H -1.45 6.59 3.15  0.27
57 H -0.57 4.26 1.37  0.34
58 H -2.10 4.34 2.22  0.27
59 C -2.03 -0.60 -7.77  -1.08
60 C -1.86 0.64 -6.91  -0.22
61 O -2.50 0.48 -5.64  -0.25
62 C -1.79 -0.19 -4.70  0.34
63 O -0.69 -0.63 -4.88  -0.53
64 C -2.57 -0.24 -3.39  0.93
65 F -3.87 -0.56 -3.57  -0.27
66 F -2.56 0.94 -2.74  -0.30
67 F -2.08 -1.16 -2.53  -0.28
68 H -3.09 -0.85 -7.86  0.30
69 H -1.61 -0.45 -8.76  0.38
70 H -1.54 -1.46 -7.31  0.28
71 H -2.34 1.49 -7.40  0.32
72 H -0.80 0.90 -6.79  0.31
73 C -3.91 4.90 -4.01  -0.72
74 C -3.76 6.19 -3.23  -0.33
75 O -4.43 6.08 -1.96  -0.32
76 C -3.73 5.48 -0.97  0.42
77 O -2.62 5.03 -1.10  -0.53
78 C -4.53 5.48 0.32  0.86
79 F -5.83 5.14 0.14  -0.24
80 F -4.54 6.69 0.91  -0.27
81 F -4.05 4.61 1.23  -0.26
82 H -4.96 4.63 -4.11  0.01
83 H -3.47 5.01 -5.01  0.45
84 H -3.41 4.07 -3.51  0.20
85 H -4.24 7.01 -3.77  0.40
86 H -2.71 6.46 -3.09  0.29
87 C 3.18 8.30 -2.17  -1.11
88 C 2.16 9.42 -2.04  -0.21
89 O 1.35 9.22 -0.87  -0.30
90 C 1.88 9.65 0.29  0.34
91 O 2.96 10.17 0.40  -0.51
92 C 0.89 9.43 1.44  0.88
93 F 0.31 8.21 1.39  -0.25
94 F -0.11 10.33 1.42  -0.26
95 F 1.47 9.53 2.65  -0.26
96 H 2.69 7.33 -2.16  0.29
97 H 3.74 8.41 -3.10  0.38
98 H 3.88 8.31 -1.34  0.31
99 H 1.48 9.40 -2.90  0.32
100 H 2.64 10.40 -2.02  0.33
101 C 0.52 -0.26 10.78  -1.09
102 C 1.03 -1.62 10.35  -0.22
103 O 1.72 -1.54 9.09  -0.31
104 C 3.01 -1.15 9.15  0.27
105 O 3.59 -0.88 10.17  -0.51
106 C 3.63 -1.15 7.76  0.92
107 F 2.81 -0.59 6.83  -0.18
108 F 3.90 -2.39 7.32  -0.26
109 F 4.78 -0.46 7.70  -0.25
110 H -0.09 0.18 9.99  0.28
111 H -0.07 -0.34 11.69  0.38
112 H 1.35 0.43 10.96  0.31
113 H 0.19 -2.30 10.20  0.33
114 H 1.67 -2.07 11.12  0.33
115 C -10.95 2.40 -2.48  -1.12
116 C -9.64 2.47 -1.73  -0.20
117 O -8.54 2.17 -2.61  -0.28
118 C -8.09 3.19 -3.37  0.25
119 O -8.55 4.30 -3.34  -0.51
120 C -6.90 2.74 -4.21  1.00
121 F -7.10 1.54 -4.79  -0.25
122 F -5.77 2.63 -3.47  -0.25
123 F -6.62 3.59 -5.21  -0.27
124 H -11.07 1.43 -2.97  0.30
125 H -11.79 2.55 -1.79  0.38
126 H -11.00 3.16 -3.26  0.32
127 H -9.62 1.71 -0.94  0.34
128 H -9.49 3.44 -1.25  0.30
129 C 3.71 -8.17 1.56  -1.02
130 C 2.98 -9.40 2.05  -0.27
131 O 3.33 -10.55 1.26  -0.32
132 C 4.48 -11.18 1.61  0.37
133 O 5.19 -10.83 2.51  -0.50
134 C 4.71 -12.40 0.72  0.87
135 F 4.47 -12.15 -0.58  -0.24
136 F 3.90 -13.42 1.07  -0.25
137 F 5.97 -12.86 0.79  -0.24
138 H 3.54 -8.02 0.49  0.20
139 H 3.39 -7.29 2.10  0.39
140 H 4.79 -8.28 1.69  0.36
141 H 1.90 -9.26 1.93  0.33
142 H 3.16 -9.59 3.11  0.33


[5]
The following is a quantum chemistry calculation of a structure of composition H18O21S3Zn3, from OMol25.

Values from the calculation:
net charge: 0
LUMO energy: -2.0112 eV
ΔE to the lowest compared entry with this formula, charge and spin: 0.5 kcal per mole
2S+1: 1

Last column: natural (NBO) charge in e.
Atoms and positions in Å:
1 Zn -3.79 -5.37 3.57  1.77
2 Zn -5.59 -4.22 -0.10  1.78
3 Zn -7.30 -2.25 4.18  1.78
4 S -2.49 -5.31 0.67  2.63
5 O -1.96 -6.51 0.09  -0.99
6 O -1.42 -4.44 0.26  -1.05
7 O -3.74 -4.71 0.16  -1.18
8 O -2.47 -5.44 2.15  -1.17
9 S -6.92 -5.11 2.83  2.68
10 O -5.68 -5.18 3.57  -1.22
11 O -7.79 -6.22 3.11  -0.98
12 O -7.51 -3.83 3.09  -1.15
13 O -6.64 -5.34 1.38  -1.13
14 S -4.57 -2.43 2.52  2.74
15 O -5.60 -1.94 3.43  -1.19
16 O -3.76 -3.47 3.16  -1.17
17 O -5.23 -3.00 1.38  -1.17
18 O -3.70 -1.37 2.09  -1.07
19 O -5.12 -2.71 -1.38  -1.00
20 H -5.00 -1.76 -1.29  0.55
21 H -5.45 -2.83 -2.27  0.49
22 O -4.62 -0.10 -0.16  -0.98
23 H -4.26 -0.52 0.62  0.50
24 H -5.14 0.63 0.18  0.47
25 O -6.99 -0.77 5.59  -0.99
26 H -6.34 -1.00 6.26  0.51
27 H -7.25 0.12 5.82  0.52
28 O -2.10 -2.04 -0.43  -0.99
29 H -2.76 -1.87 0.25  0.44
30 H -1.79 -2.93 -0.26  0.50
31 O -1.18 -0.96 3.20  -0.97
32 H -0.82 -1.79 2.89  0.47
33 H -2.10 -0.98 2.92  0.48
34 O -8.17 -0.93 2.91  -1.00
35 H -8.98 -0.92 2.40  0.52
36 H -7.54 -0.45 2.38  0.52
37 O -2.47 -2.73 5.67  -0.95
38 H -3.29 -3.03 5.29  0.46
39 H -1.88 -2.63 4.93  0.49
40 O -4.22 1.16 3.81  -0.97
41 H -4.15 0.29 3.40  0.49
42 H -3.46 1.64 3.48  0.48
43 O -6.27 -3.33 5.64  -0.99
44 H -6.28 -3.08 6.57  0.49
45 H -5.87 -4.20 5.64  0.53


In order of appearance, E = -698.14504 -1680.30390 -433.22852 -5572.71236 -8123.47816 a.u..